# C5H8O2

One molecule with the formula C5H8O2 (ωB97M-V with the def2-TZVPD basis set, the Open Molecules 2025 dataset).

Geometry as XYZ:
```
15
Properties=species:S:1:pos:R:3:lowdin_charge:R:1
C 2.423 0.185 -0.355 0.147
C 1.248 -0.072 -0.282 -0.065
C -0.215 -0.286 -0.188 -0.569
C -0.555 -1.488 0.701 -0.008
O -0.765 -0.574 -1.467 0.001
C -0.849 1.000 0.376 -0.215
O -0.526 2.148 -0.369 -0.044
H 3.473 0.377 -0.416 0.034
H -1.510 -1.333 1.213 0.087
H 0.218 -1.684 1.447 0.088
H -0.651 -2.359 0.048 0.092
H -0.216 -0.168 -2.145 0.102
H -0.573 1.106 1.439 0.135
H -1.934 0.879 0.311 0.134
H 0.432 2.267 -0.312 0.081
```

Properties
energy relative to the best compared isomer or geometry (same formula, charge and spin)	2.373	eV
gap between HOMO and LUMO	0.40178	Ha
charge	0
SMILES string	C#C[C@](C)(O)CO
E_HOMO	-0.3712	hartree


# C23H18AsCl3F6FeN2O4SSi

C23H18AsCl3F6FeN2O4SSi as an isolated structure (ωB97M-V with the def2-TZVPD basis set, the Open Molecules 2025 dataset).

Geometry as XYZ:
```
60
Properties=species:S:1:pos:R:3:lowdin_charge:R:1
Fe -0.155 0.135 0.830 0.819
C -1.885 3.883 2.146 -0.006
C -1.638 2.701 1.247 -0.348
O -1.142 1.695 1.777 -0.038
C -1.984 2.769 -0.163 -0.094
C -2.519 3.967 -0.682 -0.036
C -2.904 4.090 -1.992 -0.093
C -2.771 2.981 -2.839 -0.078
C -2.254 1.801 -2.375 -0.018
C -1.826 1.652 -1.033 -0.328
O -1.322 0.506 -0.679 -0.161
H -1.616 3.604 3.160 0.089
H -2.923 4.210 2.107 0.089
H -1.252 4.716 1.834 0.099
H -2.624 4.820 -0.027 0.104
H -3.305 5.023 -2.362 0.098
H -3.081 3.057 -3.875 0.105
H -2.152 0.938 -3.022 0.114
O 2.346 -3.352 -1.043 -0.257
S 1.996 -2.028 -0.628 0.731
O 3.056 -1.567 0.448 -0.422
N 0.601 -1.771 -0.048 -0.164
C -0.342 -2.803 0.178 -0.230
C -0.456 -3.967 -0.538 -0.004
C -1.426 -4.935 -0.199 -0.055
C -2.283 -4.747 0.843 -0.034
C -2.220 -3.544 1.583 -0.146
C -3.085 -3.258 2.662 0.006
C -2.994 -2.065 3.316 -0.031
C -2.042 -1.129 2.877 -0.088
N -1.212 -1.369 1.889 0.046
C -1.265 -2.566 1.241 -0.164
C 2.328 -0.843 -1.868 -0.285
C 3.637 -0.750 -2.332 -0.052
C 3.916 0.159 -3.332 -0.055
C 2.900 0.957 -3.851 -0.053
C 1.603 0.842 -3.381 -0.045
C 1.301 -0.071 -2.379 -0.047
H 0.211 -4.162 -1.363 0.106
H -1.473 -5.843 -0.785 0.111
H -3.019 -5.495 1.109 0.114
H -3.822 -3.998 2.953 0.122
H -3.645 -1.818 4.142 0.109
H -1.966 -0.149 3.333 0.117
H 4.418 -1.367 -1.907 0.125
H 4.928 0.258 -3.701 0.111
H 3.130 1.679 -4.623 0.110
H 0.818 1.473 -3.775 0.111
H 0.295 -0.151 -1.989 0.086
Cl 4.420 -3.932 1.676 0.391
Si 3.489 -2.158 1.933 -0.805
Cl 4.723 -0.807 2.738 0.452
Cl 1.834 -2.432 3.062 0.432
F 1.175 2.088 -0.131 -0.230
As 2.425 2.229 1.096 0.767
F 3.549 2.164 2.386 -0.235
F 3.069 3.650 0.404 -0.208
F 1.326 3.121 2.076 -0.211
F 3.443 1.227 0.131 -0.218
F 1.667 0.681 1.747 -0.327
```

Properties
energy relative to the best compared isomer or geometry (same formula, charge and spin)	0.047	eV
⟨S²⟩	6.010
gap between HOMO and LUMO (spin up / spin down)	0.27939 / 0.27862	Ha
charge	0
multiplicity	5
E_HOMO (spin up / spin down)	-0.2980 / -0.3005	hartree


# C4H10NO

A 2-piece molecular cluster, C4H10NO overall (ωB97M-V with the def2-TZVPD basis set, the Open Molecules 2025 dataset).

Geometry as XYZ:
```
16
Properties=species:S:1:pos:R:3:lowdin_charge:R:1
C -1.893 -1.088 0.169 -0.072
C -1.105 -0.067 0.884 -0.081
C 0.212 0.068 0.824 -0.084
N 0.827 1.355 0.967 0.050
C 1.923 1.708 0.432 0.176
H -1.333 -1.969 -0.141 0.082
H -2.321 -0.716 -0.765 0.102
H -2.729 -1.456 0.766 0.090
H -1.674 0.687 1.414 0.125
H 0.938 -0.592 0.382 0.110
H 0.207 2.053 1.377 0.183
H 2.557 0.983 -0.055 0.124
H 2.240 2.740 0.486 0.124
H 0.903 -1.979 -2.131 0.065
H 0.619 -0.640 -2.733 0.058
O 0.630 -1.086 -1.876 -0.052
```

Properties
energy relative to the best compared isomer or geometry (same formula, charge and spin)	1.549	eV
gap between HOMO and LUMO	0.33689	Ha
charge	+1
E_HOMO	-0.5185	hartree


# C5H8O2

A 2-piece molecular cluster, C5H8O2 overall (ωB97M-V with the def2-TZVPD basis set, the Open Molecules 2025 dataset).

Geometry as XYZ:
```
15
Properties=species:S:1:pos:R:3:lowdin_charge:R:1
C 2.326 -0.372 0.972 -0.038
C 1.169 0.421 0.441 -0.389
O 0.129 0.727 1.307 0.003
C 1.146 0.917 -0.784 -0.120
O 1.111 1.328 -1.885 0.153
H 2.707 0.103 1.883 0.084
H 2.022 -1.395 1.226 0.081
H 3.143 -0.426 0.246 0.086
H -0.635 0.184 1.050 0.055
C -2.539 -0.141 -0.188 -0.087
C -1.821 -0.359 -1.288 -0.065
H -2.888 -0.959 0.438 0.058
H -2.825 0.864 0.115 0.063
H -1.547 -1.362 -1.603 0.062
H -1.487 0.456 -1.926 0.054
```

Properties
energy relative to the best compared isomer or geometry (same formula, charge and spin)	2.614	eV
gap between HOMO and LUMO	0.34229	Ha
charge	0
SMILES string	CC(O)=C=O.C=C
E_HOMO	-0.3094	hartree


# C31H60FN2O6

A 3-piece molecular cluster, C31H60FN2O6 overall (ωB97M-V with the def2-TZVPD basis set, the Open Molecules 2025 dataset).

Geometry as XYZ:
```
100
Properties=species:S:1:pos:R:3:lowdin_charge:R:1
C 0.247 -0.599 1.284 -0.118
C 0.158 0.914 1.041 -0.221
C 1.484 1.493 0.556 -0.209
C 1.742 1.228 -0.922 -0.206
C 3.071 1.835 -1.388 -0.196
C 3.793 1.028 -2.458 -0.200
C 4.067 -0.411 -2.058 -0.206
C 4.156 -1.400 -3.234 -0.198
C 3.553 -2.749 -2.894 -0.222
C 4.219 -3.454 -1.718 -0.185
C 3.521 -3.206 -0.364 -0.194
C 4.348 -2.429 0.674 -0.189
C 4.214 -2.958 2.118 -0.178
C 3.653 -1.905 3.084 -0.208
C 2.791 -2.453 4.213 -0.192
C 1.709 -3.450 3.778 -0.194
C 0.928 -3.036 2.531 -0.232
C 0.344 -4.237 1.785 -0.183
C -0.551 -3.807 0.611 -0.173
C -1.984 -3.523 1.107 -0.111
C -2.727 -2.578 0.228 -0.147
C -2.340 -1.420 -0.414 0.041
N -3.438 -0.935 -1.116 0.204
C -4.446 -1.761 -0.910 -0.341
F -5.628 -1.626 -1.397 0.233
N -4.076 -2.757 -0.123 0.243
H 0.031 -1.171 0.380 0.032
H -0.449 -0.917 2.057 0.079
H 1.242 -0.901 1.608 0.051
H -0.111 1.389 1.980 0.107
H -0.625 1.111 0.316 0.088
H 2.282 0.996 1.107 0.105
H 1.528 2.557 0.771 0.118
H 1.730 0.149 -1.068 0.090
H 0.935 1.650 -1.519 0.107
H 3.712 2.022 -0.530 0.113
H 2.851 2.815 -1.808 0.112
H 4.747 1.519 -2.652 0.115
H 3.242 1.078 -3.394 0.108
H 3.288 -0.779 -1.390 0.066
H 4.997 -0.479 -1.499 0.117
H 3.608 -1.007 -4.088 0.103
H 5.189 -1.510 -3.558 0.115
H 3.612 -3.399 -3.766 0.106
H 2.490 -2.614 -2.697 0.104
H 5.251 -3.124 -1.641 0.107
H 4.241 -4.526 -1.895 0.105
H 2.628 -2.612 -0.567 0.082
H 3.190 -4.144 0.073 0.095
H 5.394 -2.446 0.382 0.106
H 4.061 -1.380 0.664 0.088
H 5.205 -3.236 2.463 0.112
H 3.600 -3.852 2.104 0.088
H 4.499 -1.394 3.540 0.115
H 3.124 -1.132 2.531 0.077
H 2.298 -1.613 4.701 0.110
H 3.408 -2.935 4.967 0.112
H 1.005 -3.540 4.604 0.113
H 2.139 -4.440 3.648 0.106
H 1.548 -2.487 1.825 0.068
H 0.092 -2.403 2.832 0.090
H 1.149 -4.876 1.432 0.108
H -0.247 -4.835 2.479 0.119
H -0.587 -4.619 -0.107 0.119
H -0.123 -2.923 0.148 0.078
H -1.939 -3.147 2.124 0.125
H -2.526 -4.465 1.113 0.125
H -1.394 -0.919 -0.410 0.098
H -3.455 -0.107 -1.692 0.190
H -4.685 -3.504 0.177 0.197
C -6.443 1.898 0.642 -0.050
C -4.954 1.781 0.895 -0.226
O -4.304 3.049 0.938 0.011
C -4.450 3.729 2.085 -0.605
O -5.041 3.339 3.054 0.141
O -3.808 4.881 1.959 0.001
C -3.901 5.747 3.101 -0.016
H -6.632 2.492 -0.253 0.087
H -6.887 0.910 0.506 0.076
H -6.940 2.382 1.479 0.083
H -4.472 1.262 0.066 0.093
H -4.747 1.224 1.810 0.126
H -3.594 5.227 4.005 0.099
H -4.918 6.116 3.209 0.103
H -3.228 6.576 2.905 0.096
C -2.471 5.931 -1.330 -0.046
C -3.083 4.573 -1.589 -0.213
O -3.129 4.270 -2.999 0.040
C -1.987 3.846 -3.531 -0.621
O -0.967 3.612 -2.934 0.111
O -2.180 3.664 -4.836 0.007
C -1.016 3.246 -5.558 -0.033
H -2.997 6.699 -1.899 0.088
H -2.536 6.170 -0.270 0.071
H -1.423 5.952 -1.627 0.080
H -4.118 4.553 -1.263 0.116
H -2.549 3.785 -1.061 0.111
H -0.572 2.364 -5.103 0.091
H -0.286 4.052 -5.593 0.101
H -1.353 3.014 -6.564 0.095
```

Properties
gap between HOMO and LUMO	0.34882	Ha
charge	+1
E_HOMO	-0.4501	hartree


# C25H28N2O3

One molecule with the formula C25H28N2O3 (ωB97M-V with the def2-TZVPD basis set, the Open Molecules 2025 dataset).

Geometry as XYZ:
```
58
Properties=species:S:1:pos:R:3:lowdin_charge:R:1
C 9.507 -0.586 -1.172 0.136
C 8.385 -0.441 -0.770 -0.105
C 7.062 -0.273 -0.297 -0.261
C 6.109 -1.268 -0.505 -0.023
C 4.818 -1.096 -0.044 -0.029
C 4.453 0.059 0.635 -0.215
C 3.053 0.249 1.155 -0.147
N 2.572 1.589 0.862 -0.169
C 2.398 1.847 -0.555 -0.166
C 1.165 1.164 -1.163 -0.100
C -0.081 1.562 -0.370 -0.299
O -1.282 1.026 -0.934 -0.004
C -1.946 -0.041 -0.394 -0.194
C -3.304 0.159 -0.180 0.056
C -4.134 -0.856 0.281 -0.135
C -5.593 -0.672 0.524 -0.447
O -6.201 -1.303 1.369 0.067
N -6.190 0.240 -0.283 0.107
C -7.580 0.540 -0.208 -0.286
C -8.057 1.926 -0.517 -0.101
C -8.355 0.798 -1.465 -0.100
C -3.573 -2.093 0.565 -0.011
C -2.229 -2.320 0.344 0.000
C -1.401 -1.319 -0.151 -0.192
O -0.072 -1.504 -0.413 -0.113
C 0.476 -2.792 -0.270 -0.074
C 0.110 1.264 1.114 -0.105
C 1.386 1.967 1.600 -0.174
C 5.408 1.049 0.843 -0.025
C 6.698 0.892 0.382 -0.017
H 10.488 -0.711 -1.523 0.017
H 6.387 -2.169 -1.032 0.116
H 4.085 -1.873 -0.212 0.103
H 3.069 0.142 2.246 0.137
H 2.404 -0.544 0.752 0.107
H 3.300 1.524 -1.078 0.121
H 2.304 2.932 -0.676 0.125
H 1.047 1.471 -2.203 0.124
H 1.281 0.082 -1.142 0.098
H -0.221 2.648 -0.487 0.158
H -3.679 1.153 -0.370 0.127
H -5.657 0.686 -1.012 0.135
H -8.043 -0.016 0.597 0.145
H -8.863 2.336 0.071 0.095
H -7.323 2.658 -0.820 0.097
H -9.366 0.430 -1.530 0.095
H -7.821 0.773 -2.403 0.098
H -4.205 -2.877 0.953 0.120
H -1.827 -3.298 0.554 0.106
H 1.508 -2.712 -0.611 0.085
H -0.049 -3.524 -0.890 0.101
H 0.465 -3.122 0.775 0.102
H -0.753 1.616 1.682 0.129
H 0.208 0.190 1.272 0.108
H 1.549 1.753 2.659 0.121
H 1.265 3.050 1.487 0.124
H 5.117 1.949 1.363 0.117
H 7.437 1.664 0.543 0.117
```

Properties
energy relative to the best compared isomer or geometry (same formula, charge and spin)	3.881	eV
gap between HOMO and LUMO	0.33325	Ha
charge	0
SMILES string	C#Cc1ccc(CN2CCC(Oc3cc(C(=O)NC4CC4)ccc3OC)CC2)cc1
E_HOMO	-0.3114	hartree


# C4H10O2

One molecule with the formula C4H10O2 (ωB97M-V with the def2-TZVPD basis set, the Open Molecules 2025 dataset).

Geometry as XYZ:
```
16
Properties=species:S:1:pos:R:3:lowdin_charge:R:1
C 0.067 0.872 -1.557 0.039
O 0.896 0.866 -0.135 -0.170
C 0.388 -0.120 0.823 -0.359
C 0.865 -1.497 0.438 -0.048
C -1.145 0.138 0.785 -0.265
O -1.247 1.409 0.221 -0.206
H 0.928 0.650 -2.152 0.072
H -0.744 0.131 -1.689 0.098
H -0.375 1.856 -1.809 0.103
H 0.765 0.141 1.829 0.153
H 1.958 -1.563 0.475 0.085
H 0.534 -1.728 -0.579 0.080
H 0.445 -2.245 1.116 0.088
H -1.629 -0.683 0.211 0.116
H -1.592 0.137 1.787 0.114
H -0.114 1.637 0.234 0.100
```

Properties
energy relative to the best compared isomer or geometry (same formula, charge and spin)	3.438	eV
gap between HOMO and LUMO	0.37249	Ha
charge	0
SMILES string	CO[C@H](C)CO
E_HOMO	-0.3373	hartree


# C49H57Cl2Ge2MnN2O4

C49H57Cl2Ge2MnN2O4 as an isolated structure (ωB97M-V with the def2-TZVPD basis set, the Open Molecules 2025 dataset).

Geometry as XYZ:
```
117
Properties=species:S:1:pos:R:3:lowdin_charge:R:1
Mn -0.279 1.365 -0.409 0.869
O 1.839 0.843 -0.483 -0.208
C 2.988 1.430 -1.112 -0.195
C 2.894 2.941 -1.049 -0.128
C 1.620 3.496 -1.725 -0.102
C 0.656 4.187 -0.799 -0.237
C 0.618 5.573 -0.722 0.009
C -0.330 6.201 0.065 -0.024
C -1.246 5.425 0.759 -0.029
C -1.145 4.055 0.662 -0.119
N -0.203 3.443 -0.073 0.037
H 1.716 -0.126 -0.756 0.060
H 3.033 1.090 -2.150 0.129
H 3.886 1.085 -0.594 0.125
H 3.778 3.346 -1.544 0.127
H 2.949 3.264 -0.009 0.089
H 1.077 2.701 -2.241 0.087
H 1.895 4.212 -2.498 0.127
H 1.324 6.148 -1.306 0.126
H -0.368 7.281 0.118 0.121
H -2.029 5.865 1.360 0.119
H -1.838 3.414 1.192 0.099
C -3.513 1.146 -0.258 -0.063
C -3.895 1.306 -1.731 -0.345
C -3.912 2.784 -2.128 -0.050
C -3.057 0.470 -2.680 -0.145
C -3.672 -0.519 -3.440 -0.043
C -2.961 -1.279 -4.355 -0.081
C -1.609 -1.032 -4.536 -0.035
C -0.952 -0.051 -3.803 -0.137
C 0.502 0.291 -4.046 -0.378
C 1.314 -0.840 -4.670 -0.066
C 0.598 1.561 -4.899 -0.050
C -1.682 0.690 -2.852 -0.276
O -1.067 1.629 -2.104 -0.219
H -4.285 1.579 0.383 0.085
H -2.585 1.686 -0.033 0.027
H -3.371 0.100 0.019 0.080
H -4.917 0.928 -1.828 0.131
H -2.908 3.207 -2.071 0.066
H -4.570 3.350 -1.464 0.079
H -4.275 2.908 -3.149 0.088
H -4.735 -0.691 -3.312 0.113
H -3.459 -2.046 -4.933 0.104
H -1.058 -1.615 -5.263 0.108
H 0.944 0.508 -3.072 0.092
H 0.996 -1.044 -5.694 0.079
H 1.229 -1.759 -4.089 0.076
H 2.369 -0.562 -4.713 0.081
H 0.179 1.376 -5.891 0.090
H 1.639 1.871 -5.028 0.079
H 0.039 2.381 -4.448 0.074
C 1.840 -0.829 4.574 -0.233
Ge 1.166 -1.158 2.757 0.745
C 2.560 -1.873 1.607 -0.228
C -0.528 -2.103 2.839 -0.209
Ge 0.719 1.226 2.283 1.090
C 2.149 2.511 2.423 -0.340
C 1.952 3.895 2.439 -0.124
C 3.034 4.757 2.514 -0.063
C 4.326 4.249 2.576 -0.057
C 4.536 2.877 2.567 -0.060
C 3.454 2.015 2.486 -0.121
C -0.946 1.865 3.012 -0.363
C -1.045 2.964 3.871 -0.108
C -2.275 3.327 4.396 -0.062
C -3.418 2.612 4.054 -0.051
C -3.333 1.516 3.207 -0.062
C -2.101 1.137 2.696 -0.139
H 1.902 -1.792 5.084 0.031
H 1.160 -0.194 5.144 0.023
H 2.830 -0.375 4.570 0.018
H 3.050 -2.690 2.138 -0.001
H 3.304 -1.113 1.370 0.012
H 2.137 -2.263 0.685 -0.002
H -0.340 -3.173 2.772 -0.001
H -1.190 -1.830 2.020 0.000
H -1.013 -1.887 3.792 0.038
H 0.952 4.308 2.377 0.082
H 2.871 5.827 2.522 0.112
H 5.169 4.924 2.633 0.113
H 5.542 2.480 2.621 0.114
H 3.630 0.945 2.467 0.085
H -0.162 3.526 4.149 0.098
H -2.345 4.168 5.074 0.112
H -4.377 2.905 4.462 0.114
H -4.221 0.954 2.950 0.115
H -2.038 0.274 2.040 0.077
Cl 1.106 -5.647 -2.742 0.735
C 1.791 -6.197 -1.243 -0.565
C 2.636 -7.292 -1.260 -0.097
C 3.179 -7.747 -0.070 -0.067
C 2.898 -7.093 1.116 -0.100
C 2.070 -5.982 1.107 -0.569
Cl 1.818 -5.146 2.609 0.751
C 1.471 -5.515 -0.064 -0.294
N 0.636 -4.383 -0.099 0.071
C -0.715 -4.433 0.293 -0.210
C -1.190 -5.381 1.194 -0.043
C -2.505 -5.336 1.631 -0.075
C -3.372 -4.361 1.165 -0.084
C -2.914 -3.454 0.222 -0.039
C -1.603 -3.479 -0.232 -0.160
C -1.166 -2.543 -1.331 -0.030
C -0.211 -1.468 -0.874 -0.549
O 0.987 -1.515 -1.190 0.017
O -0.722 -0.516 -0.158 -0.146
H 2.850 -7.784 -2.198 0.110
H 3.830 -8.610 -0.069 0.114
H 3.327 -7.423 2.052 0.107
H 0.787 -3.834 -0.934 0.071
H -0.535 -6.160 1.560 0.093
H -2.851 -6.079 2.338 0.108
H -4.399 -4.328 1.503 0.102
H -3.591 -2.719 -0.200 0.113
H -2.039 -2.039 -1.749 0.112
H -0.685 -3.093 -2.144 0.121
```

Properties
energy relative to the best compared isomer or geometry (same formula, charge and spin)	1.319	eV
⟨S²⟩	8.785
gap between HOMO and LUMO (spin up / spin down)	0.20330 / 0.18720	Ha
charge	+1
multiplicity	6
E_HOMO (spin up / spin down)	-0.3543 / -0.3624	hartree


Going through the records in order, we get calculated total energy values of -345.7178, -7465.0947, -288.1062, -345.7089, -1877.7790, -1304.5789, -308.7718, -8537.0108 Eh.